(1)
10
Properties=species:S:1:pos:R:3:forces:R:3 method="wB97M-V/def2-TZVPD" e_above_lowest_kcal_mol=206.63 charge=+1 homo_ev=-15.798 e_tot_ev=-6156.9321 orbital_gap_ev=9.1
C 1.434 0.892 -0.290 -0.133 -0.048 -2.170
C 0.921 0.674 1.000 0.744 -3.768 -0.270
C -1.146 -0.146 -0.682 -0.842 2.676 1.005
N 0.209 0.038 -0.118 1.010 -0.187 0.091
N -0.367 -1.289 -0.372 -0.808 1.456 2.529
H 1.742 -0.066 1.375 -1.084 0.940 -0.158
H 0.364 1.114 1.732 -1.071 1.769 1.905
H -1.919 0.319 0.017 0.819 -1.726 -0.464
H -1.326 0.332 -1.641 0.551 -0.757 -0.566
H 0.087 -1.869 -1.019 0.814 -0.355 -1.904

---

(2)
8
Properties=species:S:1:pos:R:3:forces:R:3 method="wB97M-V/def2-TZVPD" multiplicity=5 homo_ev="-6.216 / -9.951" e_tot_ev=-36157.3135 orbital_gap_ev="5.7 / 9.4"
O 1.048 -1.316 0.088 -0.242 -0.585 -0.762
C -0.028 -0.755 -0.254 -0.786 0.087 1.369
O -1.142 -1.301 -0.337 -0.294 0.029 -0.166
Li -2.417 -0.085 0.434 0.777 0.162 -0.571
V 2.542 -0.032 0.117 1.490 -0.028 0.097
O -1.111 1.350 0.109 -0.270 -0.195 -0.196
O 1.126 1.328 -0.030 -0.513 0.793 -0.348
C -0.017 0.810 -0.126 -0.161 -0.264 0.578

---

(3)
78
Properties=species:S:1:pos:R:3:forces:R:3 method="wB97M-V/def2-TZVPD" charge=+1 homo_ev=-6.788 e_tot_ev=-37941.1784 orbital_gap_ev=2.4
Ba -1.851 -0.982 1.055 -0.037 0.252 -0.342
C 3.960 1.201 -4.728 -1.840 -0.367 -0.982
C 4.037 1.392 -3.239 2.753 -0.029 0.939
C 5.543 1.875 -2.989 0.423 -0.059 -1.070
C 5.839 3.386 -3.194 -2.879 -1.139 -0.353
C 4.858 4.164 -2.249 2.914 -0.169 0.216
C 3.588 3.417 -1.705 1.317 0.466 -0.718
N 3.112 2.429 -2.752 -3.185 -0.870 1.259
O 1.774 1.989 -2.606 3.559 1.169 -0.236
C 2.622 4.603 -1.523 -0.866 -0.876 0.014
C 3.955 2.693 -0.335 -0.178 0.586 -0.844
C 3.908 -0.024 -2.536 -0.347 1.305 -0.323
H 2.922 0.946 -4.941 -0.246 -0.027 -0.219
H 4.531 0.351 -5.098 0.297 0.095 0.313
H 4.163 2.068 -5.356 0.285 0.189 0.369
H 6.159 1.447 -3.780 -0.241 -0.640 -0.161
H 5.970 1.400 -2.106 -0.157 0.553 0.461
H 5.485 3.649 -4.191 -0.055 -0.388 -0.385
H 6.908 3.566 -3.300 -0.024 0.407 1.102
H 4.688 5.150 -2.681 -0.614 -0.230 -0.111
H 5.560 4.394 -1.448 -0.578 0.116 0.909
H 1.611 4.197 -1.477 -0.127 0.221 0.504
H 2.618 5.329 -2.336 0.215 -0.407 -0.315
H 2.916 5.184 -0.649 -0.200 -0.272 0.234
H 4.148 3.446 0.429 -0.134 0.138 -0.024
H 4.888 2.138 -0.435 -0.151 -0.071 -0.129
H 3.177 2.022 0.029 -0.147 0.061 -0.217
H 2.939 -0.467 -2.763 0.025 0.028 0.052
H 4.016 0.100 -1.458 -0.078 -0.078 0.006
H 4.704 -0.676 -2.896 0.010 0.090 -0.067
C -2.920 3.167 2.143 -0.657 -0.366 -1.363
O -3.370 2.421 0.969 -0.800 0.601 -0.164
C -4.707 2.867 0.548 -0.295 -1.517 0.097
C -5.245 2.256 -0.770 1.128 0.313 0.546
N -5.388 0.781 -0.707 0.697 1.233 -0.140
C -5.912 0.243 -1.955 1.085 -0.720 0.110
C -4.793 -0.023 -3.002 -0.749 0.789 1.850
O -3.854 -0.954 -2.438 -0.200 -0.078 -1.966
C -3.139 -1.622 -3.517 0.513 -0.586 1.594
H -3.592 2.956 2.975 0.223 -0.062 0.244
H -2.962 4.232 1.918 0.111 0.079 0.087
H -1.883 2.874 2.311 -0.166 -0.014 0.206
H -4.805 3.953 0.547 0.331 0.031 -0.099
H -5.439 2.459 1.245 0.079 0.291 0.817
H -4.614 2.618 -1.582 0.404 -0.764 -0.213
H -6.182 2.757 -1.014 -0.477 0.040 0.388
H -6.089 0.516 -0.030 0.075 0.495 0.496
H -6.684 0.906 -2.346 -0.189 -0.131 -0.398
H -6.328 -0.696 -1.590 -0.345 -0.277 -0.882
H -4.263 0.919 -3.143 0.050 0.120 -0.370
H -5.285 -0.303 -3.933 0.378 -0.531 -0.098
H -3.724 -2.447 -3.927 -0.245 0.273 -0.246
H -2.297 -2.082 -3.001 0.138 -0.169 -0.103
H -2.684 -1.000 -4.288 -0.528 0.440 0.047
C -2.515 -5.928 1.536 0.349 -0.774 -0.108
O -1.410 -5.071 1.763 0.727 -0.702 1.067
C -0.311 -5.755 2.515 0.190 2.330 -0.798
C 0.076 -4.933 3.750 0.130 0.237 0.352
N 0.909 -3.740 3.488 -1.146 -0.415 -1.662
C 1.349 -3.081 4.670 0.838 0.448 1.568
C 0.253 -2.758 5.720 1.602 0.255 -0.948
O -0.802 -2.152 5.052 -0.413 -0.256 -2.607
C -1.829 -1.809 5.880 -0.529 0.401 2.234
H -2.561 -6.647 2.354 -0.613 0.115 0.160
H -2.379 -6.534 0.640 0.172 0.005 -0.278
H -3.449 -5.385 1.393 0.137 0.235 0.356
H 0.532 -5.676 1.827 0.148 -0.387 -0.067
H -0.461 -6.807 2.761 -0.601 0.159 -0.131
H 0.598 -5.567 4.467 0.165 -0.526 0.077
H -0.805 -4.587 4.291 -0.243 -0.061 -0.259
H 1.804 -4.023 3.116 -0.228 -0.419 -0.868
H 1.981 -2.235 4.402 -0.673 0.664 -0.202
H 2.146 -3.716 5.057 -0.196 -0.329 1.337
H 0.589 -1.993 6.420 0.587 -0.441 0.511
H -0.007 -3.692 6.219 -0.438 0.079 0.279
H -1.455 -1.085 6.603 -0.045 0.322 0.362
H -2.126 -2.672 6.476 -0.448 -0.185 0.032
H -2.712 -1.340 5.446 0.254 -0.301 -0.731

---

(4)
14
Properties=species:S:1:pos:R:3:forces:R:3 method="wB97M-V/def2-TZVPD" e_above_lowest_kcal_mol=89.00 homo_ev=-9.033 e_tot_ev=-10750.2165 orbital_gap_ev=9.4 smiles="NNC(=O)CNO"
N 1.611 0.194 0.244 1.075 -0.424 0.350
N 0.878 -0.937 -0.155 -0.467 -0.439 -0.378
C -0.491 -1.097 -0.066 -0.663 -1.574 -0.250
O -0.950 -2.212 -0.340 0.577 1.511 0.288
C -1.412 0.030 0.421 0.826 0.451 -0.331
N -0.884 1.392 0.231 -0.296 -0.325 -0.287
O -0.802 1.595 -1.211 0.758 -0.148 0.664
H 1.983 0.016 1.184 -0.140 0.180 -0.291
H 2.442 0.267 -0.354 -0.552 0.091 0.098
H 1.360 -1.786 -0.451 -0.158 0.361 0.263
H -1.591 -0.134 1.489 0.034 0.062 -0.042
H -2.372 -0.061 -0.099 0.333 -0.071 0.111
H 0.102 1.372 0.529 -0.757 0.249 -0.053
H 0.125 1.361 -1.423 -0.569 0.077 -0.143